{"formula": "C3H6N4O", "method": "the ωB97M-V functional and the def2-TZVPD basis", "e_above_lowest_kj_mol": 71.3, "largest_force_ev_per_a": 1.94, "total_energy_ha": -412.18180, "smiles": "[H]/N=C(N)\\N=C/NC=O", "symbols": ["H", "N", "C", "N", "N", "C", "N", "C", "O", "H", "H", "H", "H", "H"], "positions_angstrom": [[2.625502, 0.762794, 1.398549], [2.583891, -0.149575, 1.031712], [1.639813, -0.102955, 0.178085], [1.240659, -1.232065, -0.567240], [0.904097, 1.086270, -0.085880], [-0.353815, 1.054490, -0.282931], [-1.159689, 0.023568, 0.165526], [-2.527559, 0.117952, 0.162814], [-3.260207, -0.720915, 0.584404], [2.019832, -1.873564, -0.588501], [0.792581, -1.077080, -1.469223], [-0.919999, 1.901372, -0.636995], [-0.711847, -0.871853, 0.440078], [-2.873262, 1.081562, -0.330396]], "forces_ev_per_angstrom": [[0.42, 1.36, 0.92], [-0.68, -1.30, -1.23], [-0.68, 0.27, 0.03], [0.52, 0.35, 0.40], [0.10, -0.09, -1.39], [0.44, -0.74, 1.74], [0.34, -0.79, -0.37], [0.02, 1.04, -0.89], [-0.52, -0.45, 0.28], [-0.19, -0.31, -0.19], [0.45, 0.10, 0.40], [0.15, 0.41, -0.12], [-0.49, 0.86, -0.10], [0.13, -0.71, 0.54]]}

{"formula": "C34H47N7O3", "method": "the ωB97M-V functional and the def2-TZVPD basis", "e_above_lowest_kj_mol": 662.5, "largest_force_ev_per_a": 8.71, "total_energy_ha": -1932.35555, "symbols": ["N", "C", "C", "C", "C", "C", "H", "H", "H", "H", "H", "N", "C", "C", "C", "C", "C", "H", "H", "H", "H", "H", "N", "C", "C", "C", "C", "C", "H", "H", "H", "H", "H", "C", "C", "O", "C", "O", "O", "H", "H", "H", "H", "C", "C", "C", "C", "N", "H", "H", "H", "H", "H", "H", "H", "C", "C", "C", "C", "N", "H", "H", "H", "H", "H", "H", "H", "C", "C", "C", "C", "N", "H", "H", "H", "H", "H", "H", "H", "C", "C", "C", "C", "N", "H", "H", "H", "H", "H", "H", "H"], "positions_angstrom": [[1.229017, 0.133682, -0.936501], [0.680567, -1.064578, -0.657731], [-0.482673, -1.270108, 0.078959], [-1.373143, -0.252488, 0.248009], [-0.909673, 0.994232, -0.185951], [0.397867, 1.246652, -0.716921], [1.427477, -1.844668, -0.659561], [-0.626083, -2.243398, 0.524539], [-2.273753, -0.395668, 0.826639], [-1.599693, 1.820612, -0.100181], [0.675857, 2.275672, -0.890821], [-0.937043, -1.436758, 4.331039], [-0.295483, -2.088688, 5.395009], [0.869407, -2.798368, 4.919749], [1.156557, -2.963648, 3.544149], [0.316357, -2.471538, 2.585669], [-0.736363, -1.732108, 2.998689], [-0.568323, -1.747438, 6.382689], [1.408307, -3.159778, 5.783099], [2.050357, -3.474498, 3.217719], [0.601217, -2.706748, 1.570809], [-1.420403, -1.204338, 2.350659], [-0.696223, 3.862822, -1.377781], [-1.909643, 3.775292, -0.855991], [-2.187353, 3.805552, 0.522539], [-1.037583, 3.909412, 1.370509], [0.248027, 3.978572, 0.832099], [0.373737, 4.011562, -0.534701], [-2.815493, 3.703032, -1.439621], [-3.242633, 3.812392, 0.752199], [-1.250203, 4.039732, 2.421329], [1.122317, 4.074232, 1.458899], [1.341577, 4.331252, -0.891761], [1.492917, 0.773852, 1.691309], [1.930397, 0.636462, 3.138499], [3.306747, 0.955442, 3.040989], [3.792517, 0.790042, 1.770009], [4.934677, 0.487852, 1.542759], [2.740717, 0.643022, 0.957439], [1.167097, 1.809552, 1.595119], [0.827407, -0.041328, 1.407289], [1.805417, -0.386168, 3.494479], [1.378687, 1.301742, 3.802659], [-0.800373, -0.369138, -2.891601], [-0.291433, -0.649228, -4.348351], [-1.285583, -0.271368, -5.423391], [-1.911443, 1.070012, -5.171801], [-2.516923, 2.065352, -4.947361], [-0.281903, -0.903658, -2.095621], [-1.776663, -0.853378, -2.913141], [-1.014563, 0.670822, -2.645251], [-0.110203, -1.719398, -4.448311], [0.728097, -0.301358, -4.514651], [-2.079153, -1.001128, -5.583971], [-0.758173, -0.166178, -6.371481], [3.073457, -2.120168, -2.272921], [3.733427, -2.244448, -0.894271], [4.033267, -3.715798, -0.518451], [2.876257, -4.296828, 0.272229], [2.013337, -4.729688, 0.928999], [2.147127, -2.690888, -2.207451], [3.692047, -2.558698, -3.055951], [2.888977, -1.090548, -2.579431], [3.031547, -1.855508, -0.156581], [4.601857, -1.585738, -0.900071], [4.933757, -3.738318, 0.095309], [4.304007, -4.433098, -1.293231], [1.502077, 2.355082, -3.132381], [0.817387, 2.750012, -4.488531], [-0.207873, 3.872862, -4.377121], [0.511077, 5.185672, -4.091731], [1.087377, 6.223252, -4.075531], [1.632977, 1.294412, -2.918061], [0.967347, 2.795472, -2.290821], [2.473297, 2.849762, -3.143371], [0.496647, 1.757442, -4.804781], [1.521897, 3.020952, -5.274891], [-0.653683, 3.807882, -3.384581], [-0.927813, 3.980672, -5.188401], [-4.882413, -2.726588, 5.260259], [-4.858333, -2.523198, 3.696969], [-3.623833, -1.580928, 3.302789], [-3.420403, -1.336428, 1.833209], [-3.191883, -1.193538, 0.692559], [-5.369403, -3.664728, 5.526389], [-5.172323, -1.877248, 5.878889], [-3.891683, -3.010208, 5.615379], [-5.753233, -2.181578, 3.176829], [-4.812223, -3.512978, 3.242729], [-2.703603, -2.023838, 3.683719], [-3.685603, -0.664198, 3.889219]], "forces_ev_per_angstrom": [[-2.23, 2.11, -0.24], [1.70, 1.06, 2.56], [0.26, -0.88, -0.79], [4.73, 3.21, -0.71], [0.58, 0.64, -0.72], [-0.99, -4.65, 0.71], [-0.65, -0.32, -0.47], [-0.54, 0.00, -0.71], [3.24, 3.12, -0.56], [0.40, -0.41, 0.11], [0.60, -1.78, 0.20], [-0.40, -1.19, 1.12], [1.47, 1.40, -6.47], [-1.65, 0.42, 1.65], [0.44, -0.35, 2.43], [1.05, -0.96, -0.43], [-0.10, 1.56, 3.12], [0.13, -0.44, 0.11], [0.95, -0.59, -0.58], [0.03, -0.18, 0.23], [-0.19, 0.12, 0.26], [0.57, -0.17, 0.06], [0.71, 1.07, 0.79], [-0.15, 0.36, 1.42], [2.56, 0.79, -0.37], [-2.32, 0.16, -0.50], [-1.04, 0.30, 0.44], [-1.87, 1.40, 0.12], [0.38, -0.12, -1.03], [0.18, -0.04, 0.82], [0.41, -0.23, 0.26], [0.00, 0.15, 0.10], [0.05, -0.49, -0.84], [0.98, 0.40, 1.06], [-0.04, -0.45, -0.60], [1.18, 0.82, 0.90], [-0.41, -2.59, 1.43], [-0.92, 1.34, -0.31], [0.13, 0.33, -0.23], [-0.47, -0.44, -0.56], [0.04, 0.76, -0.06], [0.22, -0.03, 0.16], [0.34, 0.15, 0.02], [-1.30, -0.97, -2.01], [0.61, -0.67, 1.72], [0.12, 1.60, -0.46], [-2.39, 2.49, 0.72], [2.20, -3.58, -0.86], [-0.33, 0.53, -1.53], [-0.46, 0.02, 0.24], [0.43, -0.14, -0.44], [-0.34, -0.30, 0.12], [-0.17, 0.75, -0.17], [-0.04, 0.05, 0.30], [-0.05, -0.11, -0.18], [0.19, -0.53, 0.06], [-0.17, 0.10, -1.05], [-0.36, -0.11, 1.05], [-0.23, -0.45, 0.61], [1.55, 0.89, -1.37], [-0.15, 0.09, -0.60], [0.11, -0.19, 0.06], [-0.21, -0.03, 0.36], [0.53, 0.17, 0.16], [0.23, -0.39, 0.41], [-0.23, -0.03, 0.54], [-0.44, 0.35, -0.54], [0.53, 1.81, -0.76], [0.74, -1.28, 0.22], [0.96, 1.13, 1.61], [1.70, 2.66, -1.70], [-2.00, -3.58, 0.43], [-0.07, 0.15, -0.48], [0.25, -0.16, -1.20], [0.31, -0.22, 0.32], [-1.16, 0.55, -0.49], [0.43, 0.05, 0.26], [-0.96, -0.66, -0.50], [0.22, 0.05, 0.16], [0.51, -0.46, -0.94], [0.85, 0.37, 0.13], [-1.15, -1.18, -0.33], [-1.63, -1.03, 0.13], [-7.00, -4.53, 2.55], [-0.91, 0.40, -0.06], [-0.40, -0.08, -0.28], [0.54, 0.43, -0.34], [-0.33, 0.64, 0.79], [0.85, -0.11, 0.00], [-0.64, -0.11, -0.15], [-0.14, 0.28, -0.41]]}

{"formula": "C2H3NS", "method": "the ωB97M-V functional and the def2-TZVPD basis", "e_above_lowest_kj_mol": 409.2, "largest_force_ev_per_a": 2.04, "total_energy_ha": -530.77886, "smiles": "C#C.N=S", "symbols": ["C", "C", "H", "H", "N", "S", "H"], "positions_angstrom": [[1.644035, -0.209048, 0.173050], [0.905684, -0.158594, -0.745315], [2.145474, -0.589563, 0.977593], [0.522388, 0.134196, -1.652592], [-1.758945, 0.495666, 0.811867], [-1.940105, 0.747836, -0.674000], [-1.518531, -0.420492, 1.109394]], "forces_ev_per_angstrom": [[0.11, -0.64, 0.64], [0.16, 0.58, -1.04], [1.16, -0.23, 1.66], [-0.93, 0.13, -1.37], [-0.44, 1.50, 1.21], [-0.45, 0.04, -1.07], [0.39, -1.38, -0.04]]}

{"formula": "C3H8N2O", "method": "the ωB97M-V functional and the def2-TZVPD basis", "e_above_lowest_kj_mol": 146.0, "largest_force_ev_per_a": 2.53, "total_energy_ha": -303.83653, "smiles": "[H]/N=C/N.CC=O", "symbols": ["H", "N", "C", "N", "H", "H", "H", "C", "C", "O", "H", "H", "H", "H"], "positions_angstrom": [[-0.004832, -2.007356, -1.432094], [0.207046, -1.325195, -0.683365], [-0.280752, -1.822249, 0.427307], [-0.122223, -1.248878, 1.618452], [-0.791813, -2.798984, 0.409031], [0.536784, -0.468389, 1.703470], [-0.411606, -1.721608, 2.451722], [-0.350830, 1.856205, -0.973679], [0.818555, 1.321182, -0.192343], [0.934038, 1.461883, 1.011864], [-0.982574, 0.994564, -1.283431], [-0.074969, 2.504126, -1.821965], [-1.032197, 2.465755, -0.398078], [1.555373, 0.788943, -0.836890]], "forces_ev_per_angstrom": [[0.14, 0.68, 0.45], [-0.90, -1.34, 0.98], [0.78, -0.41, -2.37], [0.49, 0.74, 0.70], [-0.06, 0.43, 0.33], [-0.56, -0.36, -0.03], [-0.02, -0.04, 0.02], [-0.90, -0.04, -0.24], [-0.11, 0.53, -0.11], [0.15, -0.32, -0.84], [0.72, 0.42, -0.27], [0.22, -0.71, 0.03], [0.10, 0.18, 0.70], [-0.05, 0.24, 0.64]]}

{"formula": "C25H32N6O4S", "method": "the ωB97M-V functional and the def2-TZVPD basis", "e_above_lowest_kj_mol": 19.2, "largest_force_ev_per_a": 1.12, "total_energy_ha": -1999.51659, "smiles": "CC[C@@H](C(=O)NC1CCCC1)N(Cc1cccs1)C(=O)Cn1nnc(-c2ccc(OC)c(OC)c2)n1", "symbols": ["C", "C", "C", "C", "O", "N", "C", "C", "C", "C", "C", "N", "C", "C", "C", "C", "C", "S", "C", "O", "C", "N", "N", "N", "C", "C", "C", "C", "C", "O", "C", "C", "O", "C", "C", "N", "H", "H", "H", "H", "H", "H", "H", "H", "H", "H", "H", "H", "H", "H", "H", "H", "H", "H", "H", "H", "H", "H", "H", "H", "H", "H", "H", "H", "H", "H", "H", "H"], "positions_angstrom": [[3.366954, 3.891306, -0.430205], [2.235549, 2.887879, -0.234786], [2.759632, 1.473740, -0.454380], [3.695571, 1.035220, 0.689544], [3.507203, 1.364718, 1.844280], [4.675576, 0.217491, 0.276853], [5.538639, -0.507338, 1.187495], [6.952438, -0.630645, 0.593569], [7.092814, -2.082161, 0.101389], [5.679100, -2.664370, 0.148441], [5.056347, -1.955908, 1.346607], [1.724666, 0.431653, -0.514581], [0.659618, 0.500597, 0.462271], [-0.564203, 1.215001, -0.032539], [-1.697127, 1.488186, 0.668478], [-2.692202, 2.114910, -0.114627], [-2.300435, 2.309831, -1.397157], [-0.707294, 1.734174, -1.680443], [2.009184, -0.643121, -1.272294], [3.040146, -0.732502, -1.920495], [1.045014, -1.842882, -1.279506], [-0.318185, -1.561459, -1.595354], [-0.765672, -1.396220, -2.816196], [-2.026679, -1.182138, -2.734590], [-2.349186, -1.222758, -1.422235], [-3.668525, -0.972538, -0.893903], [-4.715466, -0.643468, -1.744607], [-5.958722, -0.360857, -1.215847], [-6.197401, -0.391869, 0.155063], [-7.416109, -0.089516, 0.705975], [-8.491877, 0.215117, -0.146381], [-5.139768, -0.739413, 1.021225], [-5.176832, -0.813755, 2.381616], [-6.394683, -0.779544, 3.091358], [-3.895149, -1.022796, 0.475924], [-1.268644, -1.474701, -0.687352], [3.000682, 4.902118, -0.271750], [4.167077, 3.700460, 0.280909], [3.772976, 3.825347, -1.437331], [1.848186, 2.988978, 0.779435], [1.434177, 3.096382, -0.943188], [3.292454, 1.432055, -1.408749], [4.649256, -0.115340, -0.678683], [5.515893, 0.041319, 2.131710], [7.068283, 0.079931, -0.224189], [7.706498, -0.397690, 1.343439], [7.740773, -2.643281, 0.775688], [7.522886, -2.134823, -0.897157], [5.130066, -2.412844, -0.760529], [5.682016, -3.747806, 0.256773], [5.447016, -2.371373, 2.275917], [3.968828, -2.017766, 1.367672], [0.367834, -0.507770, 0.773401], [1.054028, 1.008050, 1.349754], [-1.824063, 1.241751, 1.706628], [-3.657872, 2.396148, 0.264148], [-2.843621, 2.751937, -2.207758], [1.072429, -2.333420, -0.301904], [1.437177, -2.523383, -2.040815], [-4.545671, -0.605706, -2.808271], [-6.758037, -0.101318, -1.890912], [-9.341068, 0.390026, 0.513005], [-8.299807, 1.118788, -0.733549], [-8.722889, -0.616516, -0.819485], [-6.122404, -0.980826, 4.127605], [-6.877505, 0.197477, 3.025790], [-7.087240, -1.548849, 2.743046], [-3.092630, -1.281933, 1.146717]], "forces_ev_per_angstrom": [[-0.15, -0.14, 0.09], [0.14, -0.07, -0.06], [0.17, 0.30, 0.09], [-0.10, 0.14, -0.63], [-0.11, 0.14, 0.40], [0.39, -0.26, -0.17], [-0.07, 0.12, 0.39], [0.09, 0.01, 0.03], [0.04, -0.07, -0.10], [0.07, -0.09, 0.14], [-0.02, 0.08, -0.08], [0.06, 0.35, -0.03], [-0.32, -0.09, 0.37], [0.00, 0.27, -0.30], [0.33, 0.01, -0.06], [-0.10, 0.15, -0.13], [0.25, -0.08, -0.16], [-0.24, -0.09, 0.53], [-0.18, -0.40, -0.09], [0.13, -0.23, -0.23], [0.85, -0.17, -0.09], [-0.92, 0.03, 0.18], [0.88, -0.12, -0.68], [-0.63, 0.08, -0.15], [1.09, -0.18, 0.09], [-0.67, 0.05, 0.24], [0.25, -0.10, 0.14], [-0.17, 0.05, 0.08], [-0.07, 0.02, 0.10], [0.47, -0.10, 0.12], [-0.18, 0.06, -0.13], [0.07, -0.05, -0.08], [0.22, 0.11, -0.29], [-0.35, 0.00, 0.37], [-0.25, 0.02, -0.19], [-0.57, -0.15, 0.22], [0.04, 0.11, 0.01], [0.14, 0.05, 0.06], [0.07, 0.03, -0.11], [-0.10, -0.03, -0.03], [0.04, -0.02, 0.09], [-0.08, 0.01, 0.18], [-0.19, 0.19, 0.01], [0.03, -0.09, -0.13], [0.05, 0.07, 0.04], [0.03, 0.06, -0.02], [0.04, -0.04, -0.02], [0.09, -0.05, 0.00], [-0.06, -0.03, -0.07], [-0.06, -0.05, -0.09], [0.02, -0.05, 0.07], [-0.06, 0.02, 0.11], [0.10, 0.16, -0.02], [-0.02, -0.14, -0.11], [-0.01, -0.09, 0.25], [-0.22, 0.06, 0.04], [-0.19, 0.12, -0.14], [-0.07, 0.03, -0.18], [-0.05, 0.15, 0.20], [-0.01, 0.03, -0.12], [-0.10, 0.03, -0.02], [0.02, 0.00, -0.10], [0.00, -0.05, 0.01], [0.02, 0.04, 0.01], [-0.04, 0.00, -0.06], [0.04, -0.12, 0.03], [0.04, 0.05, 0.03], [0.08, -0.03, 0.13]]}